(1)
Entry from the OMol25 dataset: a 5-piece molecular cluster, C25H57NO20P4 overall (ωB97M-V/def2-TZVPD).

Geometry as ORCA input:
```
! RIJCOSX wB97M-V def2-TZVPD def2/J DEFGRID3
* xyz 0 1
C -1.39052 6.08904 1.08567
C -2.45914 5.11275 0.56716
O -3.49838 4.98596 1.11958
N -2.11071 4.40359 -0.64797
C -3.28404 4.24052 -1.52695
C -1.57512 3.09401 -0.19498
C -0.92884 2.26232 -1.35485
C 0.61075 2.13257 -1.20701
C 1.45129 3.37520 -1.64494
C 0.93806 4.12005 -2.90979
C 1.86577 3.72292 -4.10338
O 1.65454 3.03533 -5.00678
O 3.04684 4.42583 -3.87437
C 2.87899 5.46438 -2.90730
C 1.35322 5.64000 -2.92009
C 0.66475 6.56414 -1.88517
C -0.74815 6.88694 -2.41378
O -1.12960 7.98577 -2.60424
H -1.26311 6.89556 0.34154
H -1.61386 6.47065 2.08807
H -0.43137 5.53192 1.08814
H -3.92728 5.12486 -1.39285
H -3.85369 3.31289 -1.33581
H -2.92959 4.25932 -2.57518
H -2.41954 2.49814 0.22155
H -0.87861 3.22535 0.65571
H -1.26858 2.58708 -2.34862
H -1.33356 1.23857 -1.22250
H 0.80236 1.99566 -0.12313
H 0.94801 1.18982 -1.67383
H 2.46133 2.99409 -1.89296
H 1.61217 4.04955 -0.78114
H -0.14094 4.18039 -3.09959
H 3.38336 6.40647 -3.19834
H 3.30378 5.28009 -1.90323
H 1.05116 6.08091 -3.89448
H 0.59651 6.11032 -0.88038
H 1.22707 7.51044 -1.80435
H -1.40603 6.00698 -2.62059
C -0.94632 -4.65231 -3.14978
O -0.68945 -3.44801 -2.40765
P -1.64770 -3.21387 -1.01346
O -1.53782 -1.71298 -1.14449
O -0.46904 -3.82201 -0.06992
C 0.83175 -3.25048 -0.16477
O -2.63687 -3.14814 0.34718
C -3.93372 -2.57429 0.15112
H -0.25439 -4.69358 -3.98849
H -0.79704 -5.53296 -2.51793
H -1.96694 -4.64365 -3.53769
H 0.80563 -2.22639 -0.53818
H 1.45106 -3.86059 -0.82355
H 1.27549 -3.25311 0.83028
H -4.38338 -2.92041 -0.77994
H -3.85896 -1.48766 0.14363
H -4.56898 -2.88196 0.98040
C -0.70061 -8.03170 5.63295
O -0.40747 -6.81358 4.92862
P 0.91786 -6.87604 3.86828
O 1.29260 -5.42565 3.97479
O -0.02367 -7.18836 2.58690
C -1.02704 -6.24047 2.23915
O 2.24387 -7.42448 3.00895
C 3.50824 -7.32435 3.67980
H -1.58149 -7.86851 6.25044
H -0.90166 -8.84440 4.92898
H 0.13617 -8.30171 6.28054
H -0.79988 -5.23819 2.60104
H -1.98671 -6.56315 2.64829
H -1.10732 -6.20581 1.15405
H 3.42237 -7.62484 4.72462
H 3.88073 -6.30293 3.61742
H 4.21311 -7.98883 3.18188
C 8.72233 -7.67994 -1.88841
O 8.15029 -7.51202 -0.57944
P 7.55134 -8.92267 0.15153
O 6.49478 -8.24967 0.97978
O 8.93688 -9.15027 0.96275
C 9.37688 -8.13007 1.85089
O 7.14762 -10.51615 0.46685
C 5.85949 -10.93708 0.00086
H 9.09212 -6.71492 -2.22814
H 9.55235 -8.39138 -1.85692
H 7.96118 -8.02980 -2.58851
H 8.55506 -7.50482 2.20045
H 10.11925 -7.50602 1.35084
H 9.84577 -8.60720 2.71070
H 5.65602 -10.55522 -0.99971
H 5.08767 -10.59614 0.69004
H 5.85125 -12.02542 -0.03321
C -4.64657 9.41383 -0.73147
O -5.12674 8.84663 0.50135
P -6.76617 9.11923 0.85184
O -6.63421 9.07693 2.34712
O -7.21630 7.69888 0.21856
C -6.67233 6.50693 0.77692
O -8.35121 9.64985 0.74892
C -8.60474 10.95818 1.27301
H -3.59916 9.14350 -0.85126
H -5.21564 9.02551 -1.58085
H -4.72578 10.50238 -0.69975
H -6.34396 6.64161 1.80718
H -5.82817 6.17682 0.17069
H -7.44053 5.73470 0.75262
H -7.81970 11.65860 0.98685
H -8.68103 10.91260 2.35884
H -9.55099 11.30918 0.86374
*
```

Values from the calculation:
- HOMO-LUMO gap (eV) = 7.063
- HOMO level (eV) = -9.3
- energy (hartree) = -3911.55757
- SMILES = CC(=O)N(C)CCCC[C@@H]1C(=O)OC[C@@H]1CC=O.COP(=O)(OC)OC.COP(=O)(OC)OC.COP(=O)(OC)OC.COP(=O)(OC)OC

=====

(2)
Entry from the OMol25 dataset: a 3-piece molecular cluster, C25H58B3ClN3O9P overall (ωB97M-V/def2-TZVPD).

Geometry as ORCA input:
```
! RIJCOSX wB97M-V def2-TZVPD def2/J DEFGRID3
* xyz 0 1
C -1.28052 -6.82814 0.48373
C -2.19527 -5.64329 1.02528
O -2.99560 -5.89097 1.96820
O -2.22187 -4.31462 0.51705
C -0.90349 -3.70767 0.49490
C -0.47323 -2.99698 1.86471
C -1.50988 -1.82573 2.31373
C -0.87204 -0.36713 2.02737
C -1.61559 0.33464 0.77787
C -0.63003 0.90373 -0.35332
C -0.68272 0.10391 -1.74706
C -2.19015 -0.01828 -2.28904
B -2.31872 -0.50370 -3.82330
O -1.23945 -0.61938 -4.77675
B -1.27689 -1.95797 -5.30683
C 0.11194 -2.57005 -5.89122
C 1.43099 -2.04485 -5.13930
C 2.00640 -3.08181 -4.03730
Cl 0.69560 -3.97823 -3.11491
O -2.46098 -2.79759 -5.39169
B -3.46382 -2.36653 -4.45193
P -4.54897 -3.48617 -3.33015
N -5.65763 -2.58228 -2.54973
O -3.63854 -0.92474 -4.31153
H -0.35948 -6.46879 -0.11307
H -0.88259 -7.39725 1.39380
H -1.83176 -7.54426 -0.22904
H -0.94551 -2.87440 -0.30148
H -0.06307 -4.40969 0.17204
H -0.27740 -3.71253 2.73299
H 0.53582 -2.47913 1.65187
H -2.53128 -1.98761 1.81291
H -1.70663 -1.95561 3.44240
H 0.26298 -0.37041 1.89644
H -1.08042 0.26690 2.97088
H -2.41685 -0.38323 0.40537
H -2.18519 1.23944 1.21785
H -0.97918 1.98055 -0.58241
H 0.45172 0.88181 0.03225
H -0.14653 -0.91157 -1.63884
H -0.04623 0.71836 -2.48871
H -2.69408 -0.84421 -1.65155
H -2.81247 0.93140 -2.07323
H 0.18526 -2.21512 -6.99088
H 0.09062 -3.71905 -5.95405
H 1.33270 -0.99975 -4.68638
H 2.25374 -1.97250 -5.94808
H 2.74948 -3.81273 -4.50684
H 2.59021 -2.46585 -3.25834
H -3.69202 -4.03701 -2.31981
H -5.25704 -4.51488 -4.06803
H -5.48242 -2.66690 -1.52752
C -1.55896 -0.17832 5.81330
O -0.60280 0.85176 5.61444
C -1.15511 2.16719 5.68376
C -0.72762 2.87751 6.97272
N -1.37492 2.29130 8.14857
C -0.79037 2.71418 9.42347
C 0.69342 2.39812 9.67694
O 0.98472 1.01361 9.83523
C 1.10252 0.28876 8.62264
H -1.09970 -1.12365 5.51838
H -1.83923 -0.25762 6.86659
H -2.45065 -0.02000 5.20079
H -2.24273 2.16655 5.56509
H -0.73396 2.72127 4.83896
H -0.99423 3.93494 6.90393
H 0.36389 2.80158 7.03200
H -1.32338 1.28452 8.08968
H -1.37209 2.21696 10.20554
H -0.95109 3.78936 9.54424
H 0.95979 2.86305 10.63156
H 1.35893 2.85113 8.93349
H 1.53514 0.88898 7.81782
H 0.12873 -0.10699 8.32735
H 1.75496 -0.56863 8.79998
C 5.63379 4.40021 -4.25108
O 4.38502 5.06720 -4.15283
C 3.73665 5.25753 -5.41118
C 2.52338 4.33186 -5.55178
N 2.93049 2.93357 -5.70892
C 1.83672 1.97288 -5.54617
C 1.09385 1.94675 -4.19974
O 1.87407 1.47015 -3.10409
C 2.74590 2.43402 -2.53641
H 6.14647 4.50607 -3.29315
H 5.49620 3.33273 -4.44104
H 6.26107 4.83904 -5.03128
H 4.42658 5.14909 -6.25324
H 3.37407 6.29003 -5.41601
H 1.93909 4.63744 -6.42303
H 1.90704 4.47547 -4.65727
H 3.65022 2.71855 -5.03401
H 2.27571 0.98228 -5.70056
H 1.11119 2.12673 -6.35005
H 0.26972 1.23419 -4.30442
H 0.62366 2.90538 -3.95271
H 2.32640 3.44302 -2.56252
H 3.71364 2.40583 -3.04086
H 2.92190 2.16225 -1.49346
*
```

Values from the calculation:
- HOMO-LUMO gap (eV) = 7.958
- HOMO level (eV) = -8.1
- energy (hartree) = -2704.85980
- SMILES = CC(=O)OCCCCCCCCB1OB(CCCCl)OB([PH2]=N)O1.COCCNCCOC.COCCNCCOC